DFT (ωB97M-V/def2-TZVPD) results for C18H55AsF6O9 as an isolated structure.

Structure (ORCA input):
```
! wB97M-V def2-TZVPD RIJCOSX def2/J DEFGRID3
* xyz 0 1
H 2.0817 -6.6793 0.6617
H 1.7755 2.0431 -0.7878
H -4.2016 -3.8261 4.1584
F -1.5945 -1.3207 0.7507
O 2.3754 -0.2500 -5.4571
F -0.6415 0.6234 -0.3349
H -0.3030 -2.2169 -4.4759
H 0.3109 -1.1548 -7.2721
As -0.1427 -1.0708 -0.3890
H -1.9727 2.7253 -4.1891
H -2.7035 0.5802 -2.3342
H -3.7190 0.3436 1.5382
H 0.8606 -2.8119 -6.9218
H -2.7802 -3.2870 2.4606
O 3.2846 0.0383 -2.9205
H -1.3173 3.5769 0.7405
O 3.9740 -5.6201 2.5153
H 0.8330 4.6433 0.7627
C 0.2623 -1.2998 -4.6412
O -4.0157 1.2492 3.2499
H 3.1171 -3.7926 3.8124
C -3.8301 -2.9959 2.4269
F -1.1767 -1.2515 -1.8329
H 0.1873 1.4376 4.7147
C -3.9542 1.3433 1.9032
H 1.6708 -0.8781 2.5823
H 2.9229 -5.1551 0.4327
O -4.3781 -3.0110 3.6829
H 0.7437 -1.0670 4.7818
C 2.4244 0.0699 5.5619
C -2.3783 3.2695 -3.3362
H -1.6008 3.2891 -2.5724
H 1.9244 -2.3528 -5.2154
H 1.2255 5.4085 2.9953
H -4.4471 -3.6648 1.8269
H 2.3594 0.1937 -6.3083
H -1.3987 4.5363 2.2545
O 1.2882 2.6498 1.1562
H 2.5292 -0.0935 -2.3430
H -2.5948 4.3205 -3.5273
H 2.8055 -3.1782 2.1706
F 0.2830 -2.8004 -0.4919
F 0.8272 -0.8244 1.1518
C 0.6598 3.8560 1.4964
H -1.1852 2.8466 2.3744
C -0.9197 3.6983 1.7481
H 0.6569 1.9376 1.0301
H 1.2018 -5.2193 0.7747
H -4.4175 0.5274 -2.5729
H 3.0884 -0.0316 -3.8576
O 2.0887 2.3232 -1.6509
C 1.1577 -1.7637 -6.9555
H 1.9248 0.5578 6.3988
H 1.6386 3.9470 -2.8627
H -3.6665 2.8426 -1.7864
C 1.4633 4.3739 2.7480
C 1.4739 -1.4177 -5.5482
H 2.0462 -1.5517 -7.5502
H 4.1132 -6.5696 2.4889
O -4.7370 2.9139 -3.6270
H 0.2051 0.9990 3.0741
C 0.8425 1.0054 3.9584
C -3.5051 0.9910 -2.9480
H -3.3822 0.5449 -3.9350
O 2.2078 -0.7155 3.3612
C 1.1418 3.2466 -2.1913
H 1.6404 1.7350 3.8206
C -3.6745 2.5085 -2.8239
H -4.4153 3.7522 -3.9664
H 3.1679 0.7274 5.1112
H -4.9006 1.5533 1.4049
H 2.9950 -0.7546 5.9894
H -4.7656 0.7311 3.5514
H 2.5529 4.3985 2.7633
H 1.4792 -3.6410 3.2100
H 0.4949 2.6229 -2.8082
H 2.0849 -6.0404 3.2403
H -0.4643 -0.6374 -5.1119
H -3.1427 1.9830 1.5564
H 1.1096 3.8471 3.6343
H -3.8689 -2.0167 1.9497
H 3.8134 0.8040 -2.6846
C 1.4517 -0.3003 4.4669
C 2.6058 -5.3767 2.5502
C 2.1654 -5.6581 1.0337
H 0.5725 3.9345 -1.5661
C 2.4972 -3.9043 2.9228
F 1.2257 -0.5779 -1.4588
H 0.3615 -0.7710 -3.6932
*
```

Summary:
energy = -115127.4494 eV
gap between HOMO and LUMO = 8.5 eV

Mulliken atomic charge list, values in e, 8 entries:
1. H 0.3855
2. H 0.3447
3. H 0.3050
4. F -0.5884
5. O -0.6484
6. F -0.3629
7. H 0.3971
8. H 0.3625


DFT (ωB97M-V/def2-TZVPD) results for C36H63ClCuN9O4 as an isolated structure.

Structure (ORCA input):
```
! wB97M-V def2-TZVPD RIJCOSX def2/J DEFGRID3
* xyz 0 1
H 2.8386 -24.1827 3.7439
H 0.7707 -24.4545 2.3765
C 1.1457 -23.4439 2.5528
H -5.0287 -28.8063 6.1265
H -1.6092 -21.5982 6.8621
H 1.8164 -26.1399 6.1868
C 3.3310 -27.3783 10.9515
N -4.3035 -26.6015 10.2235
H 2.0349 -27.6783 13.3617
H -1.9817 -25.9705 10.9187
C 3.9226 -24.8468 8.2143
N -3.3294 -21.9700 6.8079
N 2.7400 -21.6220 9.2876
H -1.2874 -19.9665 6.3057
H -0.9334 -23.9388 4.6586
C -1.8421 -31.6390 8.7338
C -0.7634 -29.4666 6.9467
H -3.6652 -24.8352 5.5717
C 3.6160 -28.2626 5.5826
C -1.3931 -20.9999 10.1936
C 3.0038 -22.1091 8.2828
C -3.0739 -22.9883 6.3424
H 1.8138 -27.5877 9.5271
H -5.0378 -28.7009 7.8845
C -2.5353 -20.0715 8.1475
C -2.7392 -24.2801 5.7359
O -1.9175 -24.0225 7.9756
H 1.3080 -23.7799 4.5936
C -0.2887 -29.6350 8.3240
C -3.8439 -23.3592 12.1904
H 2.8481 -24.9243 8.4171
H -2.8510 -27.6150 6.0918
H 1.1677 -26.1861 13.0882
O -0.5097 -25.7776 8.4850
H -0.1100 -27.2778 11.0999
C 3.2900 -22.7247 6.9740
H -0.4298 -20.5522 7.6634
C -1.9584 -24.2363 4.4231
H -2.3128 -19.0428 8.4302
O 0.0777 -23.6070 9.1756
C -4.3876 -28.7509 7.0094
H 4.3332 -24.4675 9.1514
C 4.2000 -23.9326 7.0213
H 2.2757 -22.9381 6.6260
C -1.4195 -20.5794 7.1989
H 4.2067 -27.4086 5.9245
H -3.0351 -22.6220 12.2229
H 0.3124 -27.6873 13.5387
H 0.5881 -30.2824 8.2909
H -1.0118 -30.3972 10.2155
C -3.4928 -24.4492 11.1965
C -2.6044 -20.9996 9.3757
N -0.2455 -23.8997 12.5432
C 2.1633 -28.1970 6.0043
H -2.8124 -22.0142 9.0322
C 0.8319 -27.6564 11.4910
H -3.2879 -23.9809 10.2354
H -3.4443 -20.0708 7.5489
H -2.0365 -26.3799 8.0386
H 4.1291 -29.1295 5.9994
H 1.7420 -26.1213 10.3550
Cl -0.5423 -24.3940 8.1333
H 2.2471 -22.0445 1.2380
H 5.2315 -23.5873 7.1130
Cu 1.2698 -22.5989 11.2535
O 0.2083 -24.2191 6.9079
H -2.2503 -29.5924 9.3010
C -2.7245 -27.2074 8.2235
N 4.0511 -24.5340 0.7991
H -2.4961 -32.1440 9.4403
H -0.9847 -32.2705 8.4925
H -3.8286 -29.6857 6.9541
N -1.1798 -29.3882 5.8791
H -2.3966 -23.4816 3.7680
N 1.3162 -26.4189 3.0550
C 3.1081 -23.9095 0.9947
C 1.1206 -27.2642 12.9371
H 3.7185 -28.2815 4.4958
H 1.6096 -29.0980 5.7404
C -1.8788 -25.5606 3.6668
C 1.3777 -26.6623 4.1743
H -4.6603 -22.7519 11.7919
C 1.9519 -27.1800 10.5311
C 1.3525 -26.9360 5.5990
H -4.0795 -23.6929 13.1993
C -3.5260 -27.5167 6.9469
H -1.1620 -25.4271 2.8578
H -4.3387 -25.1315 11.1155
C 1.9185 -23.0862 1.2769
H 2.1871 -28.1976 7.0996
C -3.5917 -26.8586 9.3594
H -2.1710 -24.8461 6.4768
H 4.2712 -25.8706 8.0804
H 0.8541 -28.7462 11.4115
H -2.3708 -31.5310 7.7833
H 4.1299 -24.4921 6.0891
N -0.4637 -21.0176 10.8650
H -2.0535 -28.0213 8.5042
H -2.8527 -25.8123 3.2430
H -4.0767 -26.6173 6.6668
H -2.6019 -25.9743 12.5124
H -3.4306 -20.6788 10.0137
H -0.0380 -28.6388 8.6917
C 2.0184 -23.4717 3.8234
C -1.1358 -24.5201 12.1692
H 3.7255 -21.9019 6.4040
H 2.4079 -22.4824 4.0659
H -1.5175 -26.3967 4.2671
C -2.3062 -25.2929 11.7127
C -1.3882 -30.2532 9.1998
N 4.3912 -27.5429 11.3607
H 0.2744 -22.8007 2.6666
H 1.2694 -23.1697 0.4018
H 0.3652 -26.9786 6.0568
*
```

Summary:
energy = -117105.2342 eV
gap between HOMO and LUMO = 9.8 eV

Mulliken atomic charge list, values in e, 8 entries:
1. H 0.3556
2. H -0.1185
3. C -0.0165
4. H 0.4709
5. H -0.1029
6. H -1.2107
7. C 0.0133
8. N -0.7154


DFT (ωB97M-V/def2-TZVPD) results for an isolated ion of composition C5H11ClIN2 and charge +1.

Structure (ORCA input):
```
! wB97M-V def2-TZVPD RIJCOSX def2/J DEFGRID3
* xyz 1 1
H 0.9218 2.3105 -1.1170
H -2.1855 -3.3279 -1.0268
C -0.6086 -1.7726 -0.6446
N -0.4228 -0.4526 -0.7596
H 2.1538 1.7927 2.2506
C 1.1061 0.3957 0.8386
Cl 0.0851 -2.6012 0.7766
N 0.1374 0.4508 -0.2088
C -2.0584 -2.1963 -0.7298
H 0.7978 -0.3919 1.6890
H 0.3426 1.9956 2.0660
H 0.0150 -2.0848 -1.5192
I 2.9526 -0.3199 -0.0792
C 1.2798 1.7184 1.6199
H 1.6290 2.4433 0.9594
H -0.5534 1.6798 -1.8433
H -2.5628 -2.2960 0.2663
H -0.4377 2.5185 -0.1261
C -0.0495 1.7969 -0.8094
H -2.5423 -1.6590 -1.6027
*
```

Summary:
SMILES = C[C@H](Cl)/N=[N+](/C)[C@H](C)I
energy = -28956.5888 eV
gap between HOMO and LUMO = 8.1 eV

natural (NBO) atomic charge list, values in e, 8 entries:
1. H 0.2595
2. H 0.2688
3. C -0.1144
4. N 0.0160
5. H 0.2747
6. C -0.2397
7. Cl -0.0341
8. N 0.0198


DFT (ωB97M-V/def2-TZVPD) results for a 2-piece molecular cluster, C3H9NO3 overall.

Structure (ORCA input):
```
! wB97M-V def2-TZVPD RIJCOSX def2/J DEFGRID3
* xyz 0 1
H -1.4756 -0.0586 2.7811
H -1.1424 0.7407 -1.1395
C 1.1427 1.6877 -0.1153
O -1.6163 -0.9914 2.9164
H -0.2007 0.8177 -2.4553
O 1.2593 2.6177 -0.8763
H 1.3981 -0.9560 1.2267
H 1.0913 1.8167 1.0580
O -0.6957 -1.1099 -1.8838
H 1.8161 -0.0344 -1.2872
C 0.9381 0.2565 -0.6567
C -0.2728 0.2362 -1.5365
H -0.7106 -1.6898 -1.1792
N 0.7951 -0.7521 0.3454
H -2.4918 -1.0217 2.4764
H 0.1653 -1.5595 0.3258
*
```

Summary:
SMILES = N[C@H](C=O)CO.O
energy = -10887.6140 eV
gap between HOMO and LUMO = 9.7 eV

natural (NBO) atomic charge list, values in e, 8 entries:
1. H 0.4630
2. H 0.1671
3. C 0.4521
4. O -0.9258
5. H 0.2121
6. O -0.5095
7. H 0.4027
8. H 0.1103


DFT (ωB97M-V/def2-TZVPD) results for C26H24AsCl3GeIrN4OS3Se as an isolated structure.

Structure (ORCA input):
```
! wB97M-V def2-TZVPD RIJCOSX def2/J DEFGRID3
* xyz 1 5
C 0.2683 -3.2634 -5.3923
C 3.8641 -3.5898 -0.7537
C 0.3320 1.7754 2.2493
H 0.6689 3.8550 2.5159
C -0.5217 -4.8746 2.1694
C -1.3296 1.3253 -2.7031
C -0.4412 -3.3339 -3.0979
C -3.7634 1.0883 -3.0217
C -0.7211 -3.4983 -4.4450
C 1.5357 -2.8694 -4.9921
H 2.3056 -2.6870 -5.7297
O -0.0183 -0.5311 2.1777
C 0.6438 2.8962 3.0136
As 1.1323 -2.5381 -0.8445
H 5.3587 -0.1316 0.1282
H -3.8364 1.7625 -3.8774
C 5.2348 -3.4456 -0.5869
S 0.2414 0.6459 -2.6754
H 2.8106 -2.3856 -3.3370
C -0.1705 -6.3529 0.3008
H -1.7070 -3.8171 -4.7578
Cl -3.2334 3.7948 0.0834
H 6.8376 -2.0886 -0.1511
C 4.9433 -1.1000 -0.1196
C 0.5438 0.4288 4.1689
H 3.4459 -4.5590 -0.9991
C -0.5992 -6.1405 1.6040
Se -4.0801 -2.4772 -0.0992
H 5.8854 -4.3021 -0.7002
H -0.9958 -6.9655 2.1809
Cl -4.7287 0.7353 0.5496
H -1.2122 -3.5289 -2.3596
C 0.4166 -4.0308 0.1271
C -0.0138 -3.8134 1.4338
C 0.3377 -5.2978 -0.4430
N 0.2923 0.5598 2.8493
Cl -2.8169 2.1265 3.0861
H -4.0838 1.6050 -2.1159
C 1.8211 -2.7033 -3.6432
H 1.0330 1.3719 5.9998
C -2.5084 -1.6236 -0.1516
C 3.5649 -1.2434 -0.2745
S 2.5626 0.1918 -0.0252
H -0.6784 3.1886 -2.3299
C 3.0340 -2.4899 -0.6025
H 0.0495 -3.3919 -6.4439
N -2.4104 0.5710 -2.8843
C 0.8329 -2.9388 -2.6978
H 0.0425 -2.8228 1.8727
H 0.6626 -5.4625 -1.4633
H -2.2256 -0.4027 -3.0608
C 0.8982 2.7776 4.3612
H -2.3973 3.0659 -2.4276
C 0.8436 1.5173 4.9467
N -1.4913 2.6430 -2.5615
H -4.4382 0.2522 -3.1798
H -0.2318 -7.3402 -0.1374
H 1.1342 3.6512 4.9520
C 5.7691 -2.2011 -0.2763
H -0.8589 -4.7120 3.1846
S -0.0551 1.9061 0.5560
Ir 0.4176 -0.3634 -0.1671
Ge -2.7882 1.8250 0.9337
N -1.4980 -1.0624 -0.1966
H 0.4776 -0.5860 4.5283
*
```

Summary:
⟨S²⟩ = 6.035
energy = -290968.8408 eV
gap between HOMO and LUMO (spin up / spin down) = 7.4 / 5.0 eV

natural (NBO) atomic charge list, values in e, 8 entries:
1. C -0.1891
2. C -0.1252
3. C 0.0120
4. H 0.2473
5. C -0.1910
6. C 0.3393
7. C -0.2545
8. C -0.4398


Calculated values (eV) of ΔE to the lowest compared entry with this formula, charge and spin for the records, taken in order: 0.878 0.000 1.225 2.967 0.000.